Density functional theory data (ωB97M-V/def2-TZVPD) for the molecule C2H4N2 at a distorted geometry.

## Properties
- energy above the lowest of the compared OMol25 structures with the same formula, charge and spin (eV) = 4.876
- E_tot (eV) = -5114.08458
- multiplicity = 1
- highest occupied orbital energy (eV) = -9.09
- SMILES string = C#CNN
- gap between HOMO and LUMO (eV) = 9.96

Each atom is followed by the atoms it is bonded to, with distances in Å.
CARTESIAN COORDINATES (ANGSTROEM)
1 C -1.938 -0.219 0.089  C2 1.168, H5 1.078
2 C -0.974 0.432 -0.013  C1 1.168, N3 1.701
3 N 0.667 0.876 0.052  C2 1.701, N4 1.406, H6 1.056
4 N 1.520 -0.240 0.115  N3 1.406, H7 1.057, H8 1.018
5 H -2.816 -0.802 0.314  C1 1.078
6 H 0.669 1.596 -0.720  N3 1.056
7 H 1.679 -0.846 -0.737  N4 1.057
8 H 1.191 -0.797 0.901  N4 1.018

Atomic partial charges in e from the natural (NBO) method, atoms 1 to 5: number 1, C, carries -0.336; number 2, C, carries 0.063; number 3, N, carries -0.445; number 4, N, carries -0.628; number 5, H, carries 0.238